# 1
ORCA calculation (ωB97M-V/def2-TZVPD) on a cluster of 2 separate species, C19H34FN2O7 in total in a non-equilibrium geometry.

Each line ends with the Mulliken charge.
Element x y z (Å)
C  2.203  -1.949  1.191  -0.761
C  2.914  -0.617  0.821  -0.497
C  1.992  0.353  0.137  0.552
O  2.155  0.621  -0.995  -0.507
O  1.036  0.889  0.900  -0.378
C  -0.096  1.367  0.147  -0.576
C  -0.810  0.167  -0.464  -1.240
C  -2.279  0.431  -0.849  1.664
C  -3.188  1.077  0.193  -1.604
N  -2.920  0.596  1.551  -0.367
C  -2.758  -0.970  -1.182  -0.785
N  -2.760  -1.297  -2.398  0.391
C  -3.109  -2.586  -2.980  -0.593
C  -3.475  -3.648  -1.943  -0.818
C  -2.258  -4.105  -1.073  -0.354
C  -2.659  -4.246  0.388  -0.695
O  -3.335  -5.489  0.649  -0.365
C  -4.631  -5.264  1.043  0.094
O  -4.956  -5.125  2.137  -0.373
C  -2.333  -0.127  -3.188  0.298
F  -3.331  -0.002  -4.155  -0.372
C  -2.546  1.032  -2.262  -1.431
H  2.650  -2.787  0.663  0.320
H  2.330  -2.169  2.245  0.308
H  1.147  -1.939  0.928  -0.009
H  3.744  -0.844  0.167  0.381
H  3.282  -0.164  1.741  0.332
H  0.228  2.084  -0.605  0.342
H  -0.702  1.902  0.870  0.461
H  -0.282  -0.111  -1.378  0.632
H  -0.762  -0.672  0.229  0.316
H  -4.220  0.840  -0.108  0.438
H  -3.113  2.164  0.181  0.557
H  -3.247  -0.360  1.619  0.137
H  -3.405  1.183  2.218  0.278
H  -3.056  -1.614  -0.365  0.491
H  -3.929  -2.474  -3.682  0.373
H  -2.275  -2.980  -3.561  0.377
H  -3.827  -4.520  -2.481  0.394
H  -4.241  -3.253  -1.276  0.392
H  -1.787  -5.002  -1.460  0.498
H  -1.529  -3.289  -1.102  0.272
H  -3.337  -3.438  0.688  0.388
H  -1.801  -4.157  1.052  0.397
H  -5.385  -5.238  0.236  0.397
H  -1.422  -0.220  -3.772  0.464
H  -3.596  1.314  -2.307  0.461
H  -2.028  1.965  -2.471  0.348
C  6.712  4.072  3.407  -1.079
C  6.258  5.267  2.594  -0.173
O  5.932  4.889  1.248  -0.386
C  4.734  4.334  1.079  0.786
O  3.908  4.138  1.937  -0.575
O  4.602  4.016  -0.213  -0.371
C  3.379  3.351  -0.524  -0.454
H  7.528  3.555  2.901  0.295
H  7.049  4.387  4.394  0.358
H  5.901  3.354  3.532  0.298
H  7.068  5.990  2.515  0.297
H  5.414  5.773  3.062  0.300
H  2.523  3.917  -0.158  0.279
H  3.385  2.356  -0.102  0.070
H  3.316  3.273  -1.607  0.325

## Properties
net charge: +1
largest force on an atom: 0.075 hartree/bohr
E_HOMO: -12.35 eV
2S+1: 1
E_LUMO: -4.3 eV

# 2
ORCA calculation (ωB97M-V/def2-TZVPD) on a structure of composition C28H72HgKN3O11 in a non-equilibrium geometry.

Each line ends with the Mulliken charge.
Element x y z (Å)
Hg  -4.521  3.626  -15.936  2.074
K  -3.837  6.827  -17.613  0.353
C  -0.513  6.169  -16.539  -0.831
C  -0.986  4.658  -16.590  -0.681
O  -2.401  4.559  -16.763  -0.403
H  -1.193  6.840  -16.013  0.038
H  -0.368  6.616  -17.523  0.034
H  0.350  6.242  -15.877  0.484
H  -0.512  4.228  -15.708  0.334
H  -0.432  4.216  -17.418  0.253
C  -6.528  5.384  -20.020  -0.549
C  -6.145  4.072  -19.294  -0.358
O  -5.896  3.981  -17.878  -0.748
H  -7.399  5.778  -19.496  0.163
H  -6.575  5.429  -21.108  0.440
H  -5.753  6.149  -20.063  -0.084
H  -5.208  3.785  -19.772  0.030
H  -6.887  3.367  -19.669  0.335
C  -3.813  7.479  -13.785  -0.870
C  -5.042  7.069  -14.552  -0.267
O  -5.073  5.813  -15.174  -0.861
H  -3.760  8.568  -13.788  0.251
H  -2.899  7.182  -14.298  0.017
H  -3.898  7.110  -12.763  0.360
H  -5.335  7.893  -15.203  -0.087
H  -5.838  7.054  -13.808  0.395
C  -2.881  1.096  -10.652  -0.720
O  -2.059  1.844  -11.570  -0.368
C  -2.562  3.112  -11.916  -0.773
C  -3.592  3.046  -13.063  -0.476
N  -3.005  2.850  -14.357  0.181
C  -2.782  1.366  -14.425  -0.303
C  -2.464  1.004  -15.855  -0.904
O  -3.381  1.600  -16.710  -0.185
C  -3.240  1.385  -18.055  -0.773
H  -2.780  0.015  -10.738  0.279
H  -3.917  1.255  -10.954  0.298
H  -2.703  1.478  -9.647  0.289
H  -1.773  3.774  -12.274  0.387
H  -3.066  3.646  -11.110  0.461
H  -3.929  4.073  -13.209  -0.060
H  -4.500  2.498  -12.809  0.658
H  -2.207  3.468  -14.391  -0.336
H  -3.690  0.826  -14.157  0.341
H  -1.898  1.057  -13.869  0.277
H  -2.393  -0.082  -15.920  0.451
H  -1.501  1.436  -16.126  0.410
H  -3.155  0.320  -18.273  0.331
H  -2.355  1.921  -18.397  0.292
H  -3.992  1.827  -18.709  0.100
C  -5.559  10.722  -18.831  -0.867
O  -6.847  11.041  -19.461  -0.282
C  -6.765  10.851  -20.904  -0.389
C  -7.665  11.756  -21.726  -0.788
N  -8.922  11.907  -21.087  -0.336
C  -9.532  13.278  -21.337  -0.810
C  -10.708  13.506  -20.438  -0.671
O  -10.167  13.703  -19.194  -0.262
C  -11.164  13.844  -18.197  -0.825
H  -4.794  11.430  -19.150  0.492
H  -5.288  9.673  -18.957  0.258
H  -5.694  10.810  -17.753  0.073
H  -6.924  9.796  -21.127  0.322
H  -5.789  11.116  -21.311  0.286
H  -7.743  11.240  -22.683  0.208
H  -7.175  12.722  -21.848  0.427
H  -8.847  11.866  -20.080  0.306
H  -9.850  13.372  -22.375  0.470
H  -8.931  14.178  -21.208  0.393
H  -11.371  12.645  -20.528  0.341
H  -11.219  14.379  -20.843  0.488
H  -10.747  14.356  -17.331  0.255
H  -11.680  12.904  -18.002  0.293
H  -11.856  14.610  -18.548  0.347
C  -1.926  10.190  -16.798  -0.774
O  -2.268  9.264  -17.863  0.350
C  -1.367  9.236  -18.890  -0.884
C  -2.133  9.284  -20.303  -0.672
N  -2.812  8.095  -20.606  0.124
C  -1.894  6.941  -20.726  -0.644
C  -2.606  5.750  -21.345  -0.085
O  -3.044  6.126  -22.612  -0.367
C  -3.497  5.105  -23.445  -0.763
H  -2.290  11.172  -17.100  0.362
H  -0.896  10.411  -16.520  0.426
H  -2.300  9.742  -15.877  -0.026
H  -0.641  8.424  -18.859  0.342
H  -0.701  10.098  -18.928  0.393
H  -1.518  9.604  -21.144  0.487
H  -2.969  9.981  -20.253  0.081
H  -2.952  8.284  -21.588  0.255
H  -1.390  6.527  -19.852  0.223
H  -1.118  7.163  -21.459  0.308
H  -3.490  5.654  -20.714  -0.168
H  -2.037  4.821  -21.337  0.522
H  -4.089  5.445  -24.295  0.236
H  -4.099  4.437  -22.830  0.298
H  -2.625  4.562  -23.811  0.313
C  -4.709  11.123  -14.852  -0.763
C  -5.185  12.506  -15.142  -0.526
O  -4.616  13.008  -16.329  -0.433
H  -5.160  10.535  -14.052  0.414
H  -3.652  11.141  -14.587  0.339
H  -4.731  10.525  -15.763  0.144
H  -5.002  13.192  -14.315  0.492
H  -6.267  12.379  -15.159  0.224
H  -4.553  13.961  -16.238  0.278
C  -9.237  8.408  -18.596  -1.165
C  -7.879  8.250  -17.917  0.285
O  -7.526  9.498  -17.333  -0.544
H  -9.421  7.488  -19.150  0.393
H  -9.131  9.070  -19.455  0.242
H  -10.051  8.785  -17.976  0.262
H  -7.088  7.701  -18.426  -0.243
H  -8.067  7.570  -17.085  0.400
H  -7.371  10.123  -18.045  0.458

## Properties
largest force on an atom: 0.074 hartree/bohr
E_HOMO: -7.12 eV
2S+1: 1
E_LUMO: 0.2 eV

# 3
ORCA calculation (ωB97M-V/def2-TZVPD) on a structure of composition C42H63N3OP2S3Ti in a non-equilibrium geometry.

Each line ends with the Mulliken charge.
Element x y z (Å)
Ti  0.410  -0.388  -0.091  -0.416
C  -3.842  -0.731  -2.868  -1.253
C  -3.145  0.023  -4.002  -1.264
S  -1.677  0.948  -3.425  0.486
C  -0.462  0.583  -4.723  -1.106
C  0.545  -0.561  -4.454  -1.081
S  0.293  -1.645  -3.011  0.775
C  -1.080  -2.684  -3.638  -1.497
C  -2.153  -2.972  -2.594  -0.629
S  -2.737  -1.527  -1.659  0.498
H  -4.492  -1.507  -3.271  0.640
H  -4.452  -0.057  -2.268  0.282
H  -3.835  0.740  -4.445  0.610
H  -2.820  -0.660  -4.783  0.436
H  0.083  1.516  -4.861  0.452
H  -1.029  0.393  -5.632  0.482
H  1.546  -0.163  -4.288  0.392
H  0.593  -1.218  -5.321  0.613
H  -0.641  -3.621  -3.980  0.711
H  -1.503  -2.172  -4.498  0.415
H  -1.770  -3.652  -1.834  -0.173
H  -3.018  -3.436  -3.068  0.763
C  -3.783  -0.667  1.969  -1.176
C  -2.474  -0.040  2.455  1.300
C  -2.619  0.549  3.857  -1.776
P  -1.741  1.031  1.095  1.315
C  -2.859  2.505  0.814  0.507
C  -3.624  3.020  2.032  -1.975
C  -3.824  2.205  -0.336  -1.231
C  -0.347  1.778  2.042  -0.154
C  -0.270  3.105  2.454  -0.927
C  0.803  3.566  3.202  -1.252
C  1.834  2.699  3.527  -0.833
C  1.803  1.388  3.083  -0.067
C  0.721  0.907  2.338  -0.110
N  0.682  -0.399  1.784  1.233
C  1.252  -1.477  2.490  -0.388
C  1.586  -1.420  3.848  -0.557
C  2.325  -2.427  4.442  -1.150
C  2.740  -3.521  3.699  -0.822
C  2.258  -3.675  2.411  -1.006
C  1.464  -2.699  1.816  -0.053
P  0.308  -3.001  0.431  2.107
C  0.993  -4.409  -0.599  1.136
C  0.801  -5.816  -0.027  -1.616
C  2.464  -4.147  -0.976  -1.432
C  -1.097  -3.646  1.541  1.304
C  -2.348  -4.062  0.766  -1.270
C  -0.773  -4.729  2.573  -1.642
H  -4.078  -1.485  2.628  0.438
H  -3.681  -1.065  0.958  0.274
H  -4.593  0.063  1.972  0.283
H  -1.719  -0.828  2.520  -0.607
H  -3.461  1.231  3.933  0.333
H  -1.714  1.070  4.173  0.264
H  -2.796  -0.267  4.559  0.498
H  -2.173  3.285  0.473  0.500
H  -4.438  2.347  2.295  0.364
H  -4.065  3.991  1.795  0.448
H  -2.982  3.148  2.901  0.422
H  -4.532  1.424  -0.056  0.361
H  -3.285  1.880  -1.228  -0.117
H  -4.398  3.098  -0.588  0.537
H  -1.060  3.797  2.202  0.469
H  0.830  4.594  3.536  0.471
H  2.680  3.042  4.107  0.476
H  2.645  0.741  3.284  0.631
H  1.260  -0.579  4.443  0.707
H  2.585  -2.347  5.489  0.447
H  3.373  -4.279  4.139  0.496
H  2.503  -4.574  1.864  0.246
H  0.401  -4.361  -1.519  0.001
H  1.306  -5.955  0.925  0.252
H  1.220  -6.531  -0.735  0.606
H  -0.250  -6.066  0.099  0.289
H  3.000  -3.600  -0.202  0.292
H  2.538  -3.583  -1.905  0.205
H  2.980  -5.094  -1.126  0.521
H  -1.324  -2.729  2.096  -0.179
H  -2.140  -4.911  0.111  0.215
H  -2.759  -3.246  0.180  0.126
H  -3.113  -4.380  1.475  0.498
H  -0.840  -5.725  2.143  0.374
H  -1.524  -4.668  3.362  0.467
H  0.199  -4.609  3.039  0.256
C  2.402  -0.736  -0.630  -0.959
H  2.847  0.122  -1.129  0.552
H  2.438  -1.567  -1.337  0.257
H  3.023  -0.993  0.232  0.303
C  2.430  5.623  -1.305  -1.054
N  1.453  4.555  -1.399  -0.130
N  1.760  3.248  -1.130  1.422
C  0.598  2.524  -1.125  -0.101
O  0.526  1.252  -0.892  -0.023
C  -0.433  3.415  -1.449  -0.413
C  0.132  4.665  -1.594  -0.087
C  -0.510  5.967  -1.900  -1.984
C  3.121  2.809  -1.124  -0.543
C  3.621  2.141  -0.023  -0.496
C  4.941  1.719  -0.019  -0.452
C  5.755  1.965  -1.114  -0.750
C  5.244  2.634  -2.219  -0.819
C  3.926  3.058  -2.231  0.149
H  3.274  5.296  -0.706  0.365
H  1.976  6.486  -0.822  0.420
H  2.794  5.917  -2.290  0.378
H  -1.462  3.150  -1.596  0.690
H  -1.541  5.815  -2.205  0.442
H  0.017  6.487  -2.700  0.439
H  -0.506  6.619  -1.023  0.390
H  2.973  1.954  0.814  0.592
H  5.331  1.198  0.846  0.515
H  6.784  1.635  -1.111  0.439
H  5.875  2.821  -3.077  0.442
H  3.526  3.567  -3.099  0.552

## Properties
net charge: +2
largest force on an atom: 0.030 hartree/bohr
E_HOMO: -12.51 eV
2S+1: 1
E_LUMO: -5.5 eV

Number 1: Kohn-Sham gap 8.10 eV, DFT total energy -40277.13565 eV. Number 2: Kohn-Sham gap 7.30 eV, DFT total energy -77684.93168 eV. Number 3: Kohn-Sham gap 7.06 eV, DFT total energy -125281.20781 eV.